1.
Density functional theory data (wB97M-V/def2-TZVPD) for one molecule with the formula C4H5IN2OS at a distorted geometry.

## Properties
orbital gap	7.39	eV
net charge	0
SMILES	Cn1c(O)c(I)[nH]c1=S
E_tot	-28191.58710	eV
energy above the lowest of the compared OMol25 structures with the same formula, charge and spin	0.000	eV

Geometry as XYZ:
```
14
Properties=species:S:1:pos:R:3:forces:R:3:nbo_charge:R:1
C -1.22154 0.41293 0.12139 -3.101 -2.385 -1.032 0.429
C -2.34131 -0.48389 0.05891 1.856 3.155 0.722 -0.182
C -0.42784 -1.69708 0.00980 1.107 0.683 1.355 0.239
C 1.32527 0.21442 -0.03345 -2.917 -2.847 -1.711 -0.396
N -1.77642 -1.74141 0.15444 -0.729 -1.140 -1.376 -0.574
N -0.08442 -0.33567 0.08856 0.254 -0.658 -0.484 -0.379
O -1.21172 1.74104 -0.04264 -0.935 0.231 -0.358 -0.656
S 0.61406 -3.00871 0.02826 -0.188 0.451 -0.370 -0.278
I -4.37092 0.04245 0.30454 1.095 -0.369 -0.157 0.177
H 1.45342 0.44415 -1.11581 0.780 -0.907 0.775 0.220
H 1.23473 1.11497 0.41134 0.348 2.918 1.909 0.206
H 1.83424 -0.55952 0.53217 1.129 0.332 -0.649 0.257
H -2.24090 -2.53749 -0.29495 0.269 0.271 0.728 0.432
H -2.08211 1.91776 -0.48605 1.033 0.263 0.649 0.506
```
Forces are in eV/Å.

2.
Density functional theory data (wB97M-V/def2-TZVPD) for one molecule with the formula C4H5IO at a distorted geometry.

## Properties
orbital gap	9.46	eV
net charge	0
SMILES	C=C(I)C(C)=O
E_tot	-14375.10606	eV
energy above the lowest of the compared OMol25 structures with the same formula, charge and spin	1.308	eV

Geometry as XYZ:
```
11
Properties=species:S:1:pos:R:3:forces:R:3:nbo_charge:R:1
C -1.60650 0.40436 0.42800 -0.640 -1.094 -0.911 -0.444
C -0.34360 0.59427 0.76799 1.447 -0.143 0.936 -0.211
C 1.07098 -0.03549 0.11186 -3.378 3.934 1.916 0.596
C 0.84633 -0.88851 -1.02467 -0.903 -1.528 2.714 -0.721
O 2.02961 0.53611 0.50645 1.549 -0.817 -0.108 -0.495
I 0.15245 1.91139 2.46302 -0.482 -0.893 -0.931 0.099
H -2.52992 0.63529 0.97901 0.833 0.540 -0.107 0.233
H -1.84040 -0.16451 -0.50367 0.402 0.233 0.733 0.202
H 1.77752 -1.03425 -1.42463 2.056 -1.588 -1.268 0.247
H 0.30051 -0.29985 -1.64173 -1.797 1.801 -2.280 0.244
H 0.14302 -1.65881 -0.66162 0.914 -0.445 -0.693 0.250
```
Forces are in eV/Å.

3.
Density functional theory data (wB97M-V/def2-TZVPD) for C4H5IS3 as an isolated structure at a distorted geometry.

## Properties
orbital gap (spin up / spin down)	6.69 / 6.69	eV
net charge	0
E_tot	-44832.98475	eV
energy above the lowest of the compared OMol25 structures with the same formula, charge and spin	1.072	eV

Geometry as XYZ:
```
13
Properties=species:S:1:pos:R:3:forces:R:3:nbo_charge:R:1
C 0.72765 0.09166 -1.23652 -1.578 -1.867 2.066 -0.318
C -0.59195 -0.30564 -1.50787 -0.245 -0.714 0.308 -0.467
C 1.48099 -0.06386 -0.09679 -0.751 0.320 0.923 -0.382
C -0.64927 0.70046 1.47736 -2.782 0.669 -0.858 -0.816
S -1.58024 -1.37984 -0.62983 -0.195 0.216 -0.996 0.379
S -0.58082 -2.63170 0.47321 -0.005 0.276 -0.055 -0.280
S 0.75403 -0.41701 1.43956 0.790 1.079 -0.984 0.480
I 3.48710 0.54598 -0.03008 -0.174 -0.317 -0.162 0.196
H 1.11765 0.53040 -2.04639 1.991 1.790 -2.734 0.219
H -1.03264 0.00400 -2.48105 0.167 -0.087 0.965 0.243
H -1.11743 1.30995 0.59474 1.697 -1.633 0.926 0.265
H -0.47805 1.47149 2.19884 0.571 0.253 0.698 0.240
H -1.53701 0.14412 1.84482 0.516 0.013 -0.097 0.240
```
Forces are in eV/Å.